Below is a molecular structure, C36H74FeN4O4 in a non-equilibrium geometry, with properties calculated with ωB97M-V/def2-TZVPD.

The geometry in XYZ format:
```
119
Properties=species:S:1:pos:R:3
Fe 8.256 -20.845 -5.760
C 7.072 -24.552 -3.941
C 6.802 -23.567 -2.787
C 7.359 -24.322 -1.531
C 7.421 -23.397 -0.316
C 8.253 -22.162 -0.601
C 7.818 -21.376 -1.865
N 7.524 -22.322 -2.939
O 7.234 -21.714 -4.157
C 9.017 -20.466 -2.223
C 6.624 -20.499 -1.472
C 5.284 -23.591 -2.472
H 8.107 -24.900 -3.919
H 6.958 -24.144 -4.947
H 6.415 -25.418 -3.864
H 8.318 -24.835 -1.646
H 6.681 -25.099 -1.170
H 7.779 -23.914 0.579
H 6.446 -23.027 0.021
H 9.305 -22.474 -0.630
H 8.270 -21.520 0.286
H 8.902 -19.998 -3.202
H 9.944 -21.040 -2.221
H 9.039 -19.675 -1.474
H 5.931 -21.113 -0.881
H 6.015 -20.047 -2.250
H 6.896 -19.802 -0.673
H 4.735 -23.283 -3.370
H 4.963 -22.899 -1.690
H 4.821 -24.524 -2.150
C 9.133 -16.418 -7.775
C 9.695 -16.771 -6.348
C 10.110 -15.421 -5.740
C 8.884 -14.656 -5.258
C 8.116 -15.567 -4.293
C 7.658 -16.942 -4.848
N 8.872 -17.525 -5.417
O 8.706 -18.835 -5.851
C 6.554 -16.728 -5.882
C 7.227 -17.771 -3.642
C 11.006 -17.506 -6.606
H 8.944 -17.341 -8.333
H 9.888 -15.874 -8.341
H 8.175 -15.902 -7.746
H 10.750 -14.775 -6.347
H 10.773 -15.633 -4.891
H 8.320 -14.346 -6.138
H 9.334 -13.783 -4.779
H 7.287 -14.951 -3.919
H 8.645 -15.687 -3.344
H 5.541 -17.067 -5.639
H 6.707 -17.383 -6.747
H 6.516 -15.697 -6.231
H 7.991 -17.827 -2.869
H 7.006 -18.799 -3.939
H 6.295 -17.348 -3.260
H 11.710 -16.860 -7.132
H 10.914 -18.450 -7.145
H 11.448 -17.755 -5.637
C 12.683 -21.875 -3.356
C 12.400 -21.895 -4.878
C 13.586 -22.475 -5.632
C 13.856 -23.946 -5.362
C 12.579 -24.795 -5.588
C 11.245 -24.172 -5.087
N 11.219 -22.706 -5.256
O 10.030 -22.133 -4.734
C 10.180 -24.690 -6.076
C 10.890 -24.650 -3.673
C 12.201 -20.466 -5.340
H 13.382 -21.071 -3.113
H 13.125 -22.779 -2.938
H 11.798 -21.603 -2.777
H 13.365 -22.354 -6.700
H 14.431 -21.787 -5.547
H 14.242 -24.204 -4.375
H 14.609 -24.281 -6.077
H 12.705 -25.651 -4.921
H 12.600 -25.166 -6.611
H 10.469 -24.496 -7.110
H 10.080 -25.771 -5.945
H 9.174 -24.274 -5.981
H 11.800 -24.921 -3.136
H 10.256 -23.930 -3.151
H 10.232 -25.522 -3.642
H 12.259 -20.438 -6.431
H 13.013 -19.783 -5.063
H 11.360 -19.904 -4.931
H 10.158 -22.263 -3.781
C 8.184 -22.634 -9.654
C 8.329 -21.350 -8.787
C 8.403 -20.114 -9.665
C 7.050 -19.744 -10.205
C 6.156 -19.434 -9.006
C 5.967 -20.598 -8.045
N 7.251 -21.306 -7.759
O 7.195 -22.452 -6.957
C 5.450 -20.055 -6.724
C 4.964 -21.594 -8.718
C 9.682 -21.521 -8.086
H 8.340 -23.575 -9.130
H 8.977 -22.559 -10.402
H 7.246 -22.640 -10.213
H 8.790 -19.238 -9.135
H 9.109 -20.226 -10.491
H 6.579 -20.562 -10.757
H 7.100 -18.882 -10.871
H 5.164 -19.056 -9.262
H 6.592 -18.550 -8.525
H 4.845 -20.765 -6.151
H 6.236 -19.783 -6.016
H 4.815 -19.166 -6.747
H 4.772 -21.355 -9.766
H 5.241 -22.650 -8.689
H 3.964 -21.497 -8.292
H 9.743 -22.401 -7.447
H 9.907 -20.641 -7.465
H 10.447 -21.563 -8.862
H 6.732 -23.108 -7.510
```

Summary:
Energy above the lowest of the compared OMol25 structures with the same formula, charge and spin: 33.0 kcal per mole
Expectation value of S²: 6.009
2S+1: 5
HOMO-LUMO gap (alpha / beta): 0.2468 / 0.2442 Ha